DFT (ωB97M-V/def2-TZVPD) results for a cluster of 3 separate species, C13H28Br2F3NO7S2Si in total.

Geometry as XYZ:
```
57
Properties=species:S:1:pos:R:3:forces:R:3
C 5.383 5.872 -1.478 -0.3 -0.1 -0.8
C 5.113 4.620 -2.242 0.4 2.1 -0.7
Br 5.105 4.842 -4.141 0.0 0.0 0.0
C 4.929 3.451 -1.732 -0.6 -2.4 0.7
Br 5.041 3.345 0.190 -0.1 -0.2 -0.2
Si 4.605 1.823 -2.646 0.1 -0.6 0.0
N 4.151 0.530 -1.568 0.3 0.6 -0.2
C 3.317 1.944 -4.001 -0.3 0.3 0.3
C 2.015 2.578 -3.557 0.1 -0.4 0.2
O 1.773 2.292 -2.168 0.2 0.2 -0.1
C 0.441 2.036 -1.859 0.4 -0.2 0.1
C -0.506 3.188 -2.114 0.0 -1.3 0.3
F -0.976 3.226 -3.340 -0.4 0.0 -1.6
F -1.565 3.029 -1.321 -1.0 -0.1 0.7
F 0.020 4.343 -1.849 0.9 1.7 0.4
H 6.347 5.777 -1.006 0.3 0.2 0.4
H 5.373 6.713 -2.152 0.1 0.4 0.0
H 4.585 5.984 -0.761 0.0 0.2 0.5
H 5.891 1.403 -3.248 0.0 0.1 0.0
H 3.496 0.845 -0.863 0.0 -0.2 0.1
H 4.968 0.135 -1.120 -0.1 -0.1 0.2
H 3.654 2.474 -4.874 0.4 0.3 -0.3
H 3.095 0.943 -4.342 0.2 -0.5 0.1
H 2.020 3.652 -3.698 0.0 0.3 0.0
H 1.214 2.143 -4.136 -0.5 0.1 -0.3
H 0.379 1.831 -0.803 0.1 0.0 0.5
H 0.079 1.150 -2.372 -0.3 -0.2 -0.3
C -3.189 3.035 1.740 -0.1 0.0 0.2
C -2.937 1.696 1.077 -0.2 0.5 -0.1
O -2.642 0.660 2.037 0.0 -0.2 0.0
S -3.859 0.037 2.855 0.5 -0.2 0.0
C -3.003 -1.358 3.499 0.0 0.0 0.0
O -4.856 -0.399 1.925 -0.2 0.1 0.0
O -4.199 0.919 3.926 -0.3 0.1 0.0
H -4.109 3.021 2.323 0.0 0.0 0.0
H -3.276 3.817 0.986 0.1 0.0 -0.1
H -2.375 3.285 2.421 0.0 0.0 -0.1
H -3.780 1.397 0.451 0.0 -0.1 0.1
H -2.065 1.762 0.439 0.2 -0.2 0.1
H -2.712 -2.003 2.676 0.1 0.0 0.0
H -3.683 -1.883 4.166 -0.1 0.0 0.0
H -2.132 -1.013 4.051 0.0 0.0 0.0
C -1.899 -8.011 3.239 -0.2 0.2 0.0
C -1.008 -7.206 2.313 0.2 -0.4 0.5
O -1.764 -6.459 1.338 0.0 0.1 -0.1
S -2.481 -5.124 1.818 0.0 -0.2 -0.7
C -2.856 -4.487 0.221 0.0 0.0 -0.1
O -1.509 -4.280 2.446 0.0 0.1 0.3
O -3.701 -5.455 2.482 0.0 0.1 0.3
H -2.487 -7.361 3.885 0.0 0.0 0.0
H -1.293 -8.661 3.870 0.1 0.0 -0.1
H -2.597 -8.621 2.665 0.1 -0.1 0.0
H -0.357 -6.532 2.871 -0.1 0.1 -0.1
H -0.370 -7.874 1.737 -0.1 0.1 -0.2
H -1.927 -4.272 -0.299 0.0 0.0 0.0
H -3.433 -3.575 0.363 0.0 0.0 0.1
H -3.446 -5.223 -0.319 0.0 0.0 0.0
```
Positions in Å, forces in eV/Å.

Properties
Multiplicity: 1
E_HOMO in hartree: -0.3449
Structure (SMILES): C/C(Br)=C(\Br)[Si@@H](N)CCOCC(F)(F)F.CCOS(C)(=O)=O.CCOS(C)(=O)=O